C6H14N2 | wB97M-V/def2-TZVPD

```
22
Properties=species:S:1:pos:R:3:mulliken_charge:R:1
N 1.503 1.041 -0.717 -0.579
H -1.599 -0.843 -2.210 0.236
H 0.495 -2.400 -2.565 0.301
C -0.501 -2.098 0.594 -1.098
H -0.817 3.519 1.484 0.289
H -0.647 2.476 2.912 0.269
H 0.512 -3.705 -1.176 0.353
C -0.037 -2.938 -1.716 -1.223
C -0.577 -1.882 -0.740 0.938
C 0.748 2.017 1.362 -0.167
H 2.218 0.554 -0.160 0.262
N -1.142 -0.667 -1.289 -0.537
H 1.480 1.423 1.906 0.257
H -0.157 -3.057 0.927 0.274
H 0.101 2.578 -0.583 0.305
H -0.937 -1.428 1.339 0.239
H -1.805 -0.249 -0.650 0.224
C -0.099 3.020 2.141 -1.087
H 0.915 0.376 -1.227 0.229
C 0.718 1.903 0.015 -0.070
H -0.832 -3.462 -2.285 0.298
H 0.461 3.822 2.639 0.287
```

Summary:
LUMO, eV: 0.914
Structure (SMILES): C/C=C/N.C=C(C)N
Orbital gap, eV: 8.75
Relative energy (zero: lowest compared OMol25 entry of this formula, charge and spin), eV: 1.449
HOMO energy, eV: -7.8